w:
The following is a quantum chemistry calculation of a structure of composition C6H9NO, from OMol25.

ORCA input file:
```
! RIJCOSX wB97M-V def2-TZVPD def2/J DEFGRID3
* xyz 0 1
C 0.07364 1.22787 -1.36055
C 1.69853 -1.33419 0.05930
C -0.03316 1.14299 0.13319
C -1.71190 0.13997 0.62705
C -0.74828 -0.84694 0.51784
C 0.62454 -0.55735 0.77235
N -2.81911 0.63467 0.85588
O 0.12475 2.01023 0.95428
H -3.39491 0.12112 1.52784
H -0.95400 -1.55052 -0.28964
H 0.88950 -0.19768 1.76054
H -0.07766 0.26795 -1.84449
H 1.05820 1.62484 -1.61645
H -0.69055 1.92215 -1.71479
H 1.38591 -1.62860 -0.94536
H 1.97047 -2.24679 0.59906
H 2.60401 -0.72972 -0.03604
*
```

Properties
E_LUMO: -0.2 eV
Gap between HOMO and LUMO: 0.2698 Ha

=====

x:
The following is a quantum chemistry calculation of an isolated molecule of C6H9NO, from OMol25.

ORCA input file:
```
! RIJCOSX wB97M-V def2-TZVPD def2/J DEFGRID3
* xyz 0 1
C 0.45149 1.55719 -0.21300
C -0.52144 0.81186 0.35088
C -0.55992 -0.63854 -0.10875
C 0.52076 -0.93221 -1.14741
C -1.68921 1.41347 1.09441
C 1.78307 -1.37677 -0.47457
N -1.29565 -1.50955 0.55661
O 0.43349 -0.83184 -2.32235
H 0.56977 2.54515 0.19201
H 1.39189 1.14971 -0.77422
H -2.56629 1.64883 0.51886
H -1.92110 0.64189 1.75328
H -1.37538 2.41247 1.42544
H 1.95719 -0.77711 0.40172
H 1.64628 -2.40638 -0.27805
H 2.60602 -1.25100 -1.26900
H -1.43098 -2.45717 0.29414
*
```

Properties
Structure (SMILES): [H]/N=C(/C(=C)C)C(C)=O
E_LUMO: 0.3 eV
Gap between HOMO and LUMO: 0.3515 Ha

=====

y:
The following is a quantum chemistry calculation of a structure of composition C6H9NO, from OMol25.

ORCA input file:
```
! RIJCOSX wB97M-V def2-TZVPD def2/J DEFGRID3
* xyz 0 1
C 0.75708 1.22159 1.68194
C 0.77170 0.02657 0.83338
C -0.61146 -0.68966 0.50272
C -0.22300 -1.66940 -0.62670
C 0.67044 0.39679 -0.63184
C -0.79535 0.45160 -0.32834
H 1.60134 1.91997 1.56110
H -0.25916 1.72112 1.55447
H 0.82530 0.76182 2.56772
H 1.61810 -0.61240 1.03939
H -1.29974 -0.97866 1.30538
H 0.19968 -2.54897 -0.01419
H -1.08644 -2.00923 -1.18788
H 0.77412 -1.10707 -2.27909
H 1.26784 1.28715 -1.06615
N 0.93605 -1.03557 -1.21604
O -1.70124 1.29879 -0.44443
*
```

Properties
E_LUMO: 0.9 eV
Gap between HOMO and LUMO: 0.3616 Ha

=====

Which structure is the least stable? The one labeled w.

=====

w:
The following is a quantum chemistry calculation of a cluster of 2 separate species, C6H9NO in total, from OMol25.

ORCA input file:
```
! RIJCOSX wB97M-V def2-TZVPD def2/J DEFGRID3
* xyz 0 1
C 0.46493 2.33285 1.15719
C 2.42044 0.97310 0.20053
C 1.28322 1.39276 0.68157
C 0.00551 -0.33988 -1.77316
C -1.68051 -0.37010 1.35088
C -0.76253 0.21986 -0.62027
N -0.36589 2.96795 1.64366
O -1.15920 -0.82653 0.16601
H 2.32904 -0.06249 -0.28339
H 3.35620 1.27520 0.72657
H 0.01507 -1.43914 -1.59935
H -0.66096 -0.14571 -2.59664
H 0.99050 0.20865 -1.99824
H -1.17361 -0.89670 2.11655
H -2.76900 -0.47631 1.42776
H -1.37294 0.67380 1.45870
H -1.38139 1.09995 -0.52274
*
```

Properties
E_LUMO (alpha / beta): 0.3 / -0.6 eV
Gap between HOMO and LUMO (alpha / beta): 0.3074 / 0.2512 Ha

=====

x:
The following is a quantum chemistry calculation of an isolated molecule of C6H9NO, from OMol25.

ORCA input file:
```
! RIJCOSX wB97M-V def2-TZVPD def2/J DEFGRID3
* xyz 0 1
C 0.23070 -0.67115 -1.83546
C -0.54765 -0.04134 -0.93429
C -0.64532 -0.49324 0.44810
C 0.48797 -0.98513 1.23466
C -1.18544 1.28103 -1.11204
C 1.67652 -0.01365 1.19685
N -1.81451 -0.38431 0.96851
O 0.48442 -1.94843 1.97976
H 0.47624 -0.05072 -2.61948
H 0.88044 -1.56039 -1.56350
H -2.18032 1.13845 -0.82753
H -0.63563 1.96639 -0.56891
H -1.22245 1.57210 -2.15965
H 1.43543 0.91593 0.80461
H 1.89071 0.12173 2.26227
H 2.58163 -0.38449 0.78463
H -1.91274 -0.46279 1.94148
*
```

Properties
Structure (SMILES): [H]/N=C(/C(=C)C)C(C)=O
E_LUMO: 0.0 eV
Gap between HOMO and LUMO: 0.3527 Ha

=====

y:
The following is a quantum chemistry calculation of an isolated molecule of C6H9NO, from OMol25.

ORCA input file:
```
! RIJCOSX wB97M-V def2-TZVPD def2/J DEFGRID3
* xyz 0 1
C -1.84681 -1.72476 0.38323
C 0.91107 -0.63712 -1.21397
C 0.20623 0.52477 -1.89294
C -0.73349 0.56168 0.74780
C -0.27394 0.05338 -0.61155
C -0.01656 0.11204 1.97409
N -1.50945 -0.45784 0.06747
O -2.51619 -1.96146 1.37582
H -1.58891 -2.63810 -0.25049
H 0.99031 -1.66584 -1.61028
H 1.84252 -0.39295 -0.80027
H 0.67541 1.43328 -1.99349
H -0.52227 0.39147 -2.69621
H -1.28443 1.38322 0.91381
H 0.27817 -0.99643 1.86609
H -0.60423 0.16654 2.86788
H 0.83112 0.86381 2.12014
*
```

Properties
Structure (SMILES): C[C@@H]1N(C=O)C12CC2
E_LUMO: 0.9 eV
Gap between HOMO and LUMO: 0.3789 Ha

=====

Which structure is the least stable? The one labeled w.

=====

w:
The following is a quantum chemistry calculation of a cluster of 2 separate species, C6H9NO in total, from OMol25.

ORCA input file:
```
! RIJCOSX wB97M-V def2-TZVPD def2/J DEFGRID3
* xyz 0 1
C 0.39121 -0.53836 -1.96377
C -0.54255 -1.20709 -1.05777
N -0.97027 -0.27624 -0.12277
C -0.27605 0.92177 -0.49321
C 0.48915 0.83996 -1.68249
C -0.28533 3.31705 -0.14422
C -0.57073 2.08264 0.32179
H 0.90316 -1.10379 -2.65183
H -0.79994 -2.25473 -0.85310
H -1.72738 -0.41501 0.53050
H 1.14821 1.40465 -2.30325
H 0.11606 3.44293 -1.15006
H -0.45696 4.25721 0.32583
H -1.17443 1.97191 1.20725
H 1.66500 -4.56498 3.16412
H 1.81151 -3.13061 4.05580
O 1.25906 -3.77121 3.58151
*
```

Properties
Structure (SMILES): C=Cc1ccc[nH]1.O
E_LUMO: 0.9 eV
Gap between HOMO and LUMO: 0.3022 Ha

=====

x:
The following is a quantum chemistry calculation of an isolated molecule of C6H9NO, from OMol25.

ORCA input file:
```
! RIJCOSX wB97M-V def2-TZVPD def2/J DEFGRID3
* xyz 0 1
C -0.89249 1.28732 -0.13816
C 0.56900 1.36643 -0.60147
C 1.21669 0.33617 -1.01817
C -2.11441 0.42789 1.73432
C -1.22001 -0.69492 1.42543
C 2.16788 -1.90493 -1.50102
N 1.44006 -0.66274 -1.68946
O -0.81177 0.69196 1.20187
H -1.41417 2.27316 -0.11914
H -1.39196 0.66680 -0.83939
H 1.08283 2.25277 -0.22292
H -2.95025 0.74977 1.02927
H -2.05979 1.08623 2.73751
H -0.58667 -1.00360 2.27120
H 1.49330 -2.74286 -1.41743
H 2.72249 -2.00550 -0.53007
H 2.74927 -2.12394 -2.32236
*
```

Properties
E_LUMO: 0.8 eV
Gap between HOMO and LUMO: 0.3014 Ha

=====

y:
The following is a quantum chemistry calculation of a cluster of 2 separate species, C6H9NO in total, from OMol25.

ORCA input file:
```
! RIJCOSX wB97M-V def2-TZVPD def2/J DEFGRID3
* xyz 0 1
C 1.44000 -1.05721 -0.16868
C -2.45076 -0.46638 -0.11143
C 1.90758 -1.79463 -1.10391
C 1.07250 -0.25343 0.75133
C -2.70929 0.01834 1.22780
C 1.23785 1.68902 -0.67366
N -2.29400 -0.53991 -1.23705
O 0.85052 1.15783 0.69541
H 1.32667 -2.40191 -1.79438
H 3.03128 -1.92592 -1.19580
H 0.72896 -0.54958 1.69581
H -3.77528 -0.31382 1.66805
H -2.65763 1.11369 1.17616
H -1.85791 -0.29724 1.91005
H 0.39834 1.76154 -1.48749
H 2.12351 1.14051 -1.04761
H 1.62765 2.71910 -0.30459
*
```

Properties
Structure (SMILES): C=C=COC.CC#N
E_LUMO: 0.8 eV
Gap between HOMO and LUMO: 0.3569 Ha

=====

Which structure is the least stable? The one labeled x.

=====

w:
The following is a quantum chemistry calculation of a structure of composition C6H9NO, from OMol25.

ORCA input file:
```
! RIJCOSX wB97M-V def2-TZVPD def2/J DEFGRID3
* xyz 0 1
C -2.03617 -0.37090 0.03071
C -0.62198 0.28967 -0.12801
C 0.35684 -0.09990 0.97558
C 0.42049 -0.57723 -0.96576
C 1.78048 0.24792 -0.67498
C 1.59742 0.68068 0.66840
H -1.68638 -1.59679 -0.02898
H -2.70683 -0.14917 -0.81568
H -2.41598 -0.30846 1.25066
H -1.06302 2.22159 -0.83546
H -0.24750 0.06610 1.87910
H 1.49650 -1.80246 0.22786
H 0.25875 -1.14119 -1.95544
H 2.62652 0.83025 -1.06410
H 2.26644 1.30875 1.23524
N 0.53650 -1.47682 0.30610
O -0.56211 1.87795 -0.10524
*
```

Properties
E_LUMO: 0.9 eV
Gap between HOMO and LUMO: 0.3436 Ha

=====

x:
The following is a quantum chemistry calculation of a structure of composition C6H9NO, from OMol25.

ORCA input file:
```
! RIJCOSX wB97M-V def2-TZVPD def2/J DEFGRID3
* xyz 0 1
C 1.25380 0.12858 0.09343
C 0.08186 0.65640 1.03232
C 0.18260 0.66341 -0.90039
C -1.04720 -0.17744 -0.78352
C -0.97746 -1.49555 0.03879
C -1.17803 -0.22367 0.73716
H 2.57285 -1.13665 -0.44755
H 2.19428 0.76539 0.06473
H 0.19268 1.04135 2.02570
H 0.71365 2.37064 -0.06384
H 0.43583 0.97223 -1.85221
H -1.96322 0.11999 -1.27986
H -1.82337 -2.16301 -0.20165
H -0.06152 -2.15029 0.19703
H -2.15130 0.03406 1.19168
N -0.16308 1.76699 0.03353
O 1.73762 -1.17243 0.11463
*
```

Properties
E_LUMO: 0.6 eV
Gap between HOMO and LUMO: 0.3721 Ha

=====

Which structure is the least stable? The one labeled w.